[1]
C6H14N2O2 | the ωB97M-V functional and the def2-TZVPD basis

Values from the calculation:
HOMO energy (eV): -8.9
Net charge: 0
Total energy (Ha): -496.92450
HOMO-LUMO gap (eV): 9.29
Energy relative to the best compared isomer or geometry (same formula, charge and spin) (eV): 3.620
SMILES string: CC(=O)C(C)=O.CN(C)N

Last column: Mulliken charge in e.
Atoms and positions in Å:
C: 0.35114 0.10906 -2.06667  0.578
H: -2.64218 0.13637 0.94822  0.241
C: -1.10723 0.41942 -2.13905  -0.954
O: -0.09833 -2.07849 -1.09111  -0.570
H: -2.10365 1.09374 2.20660  0.254
C: 2.13986 -1.28415 -0.82380  -1.280
H: -0.32209 -0.30534 3.03998  0.414
H: 2.67227 -1.08677 -1.75170  0.380
H: 1.33042 1.09471 0.95318  0.303
H: -1.36090 0.88176 -1.17603  0.172
H: 0.20412 2.26785 0.23380  0.293
N: -0.65103 0.30361 1.00662  0.232
H: 2.38531 -2.28180 -0.46727  0.345
H: -1.09851 -1.50466 1.97536  0.353
C: 0.65751 -1.12983 -1.03092  1.031
C: -0.34921 -0.71101 2.01831  -1.086
H: -1.32169 1.08787 -2.96889  0.345
N: -1.95611 0.83481 1.22728  -0.825
H: -1.66716 -0.51194 -2.20665  0.306
H: 2.48184 -0.54622 -0.09901  0.278
H: 0.25446 2.08641 1.97116  0.366
O: 1.23586 0.73390 -2.59535  -0.548
H: 0.62639 -1.14649 1.81163  0.302
C: 0.33888 1.53720 1.02432  -0.927

[2]
C6H14N2O2 | the ωB97M-V functional and the def2-TZVPD basis

Values from the calculation:
HOMO energy (eV): -9.0
Net charge: 0
Total energy (Ha): -497.04252
HOMO-LUMO gap (eV): 9.57
Energy relative to the best compared isomer or geometry (same formula, charge and spin) (eV): 0.409
SMILES string: CNC(C)=O.CNC(C)=O

Last column: Mulliken charge in e.
Atoms and positions in Å:
O: -3.53590 0.66920 -1.56867  -0.667
C: -2.44515 0.96748 -1.11412  0.745
H: 0.96682 -0.89951 -1.33780  0.275
N: -2.06716 0.69147 0.15549  -0.171
H: 2.09828 0.33283 -1.82121  0.253
H: -1.28902 1.18560 -2.88445  0.261
H: 3.33884 -1.44104 2.27244  0.361
H: -0.45501 1.82182 -1.41575  0.227
O: 0.58620 -0.25994 0.91567  -0.628
C: -2.84641 -0.17238 1.00356  -0.968
C: 2.36860 -0.93419 2.36221  -1.085
C: -1.40267 1.70209 -1.92651  -0.914
N: 2.56078 -0.74303 -0.05519  -0.189
H: -1.09833 0.83667 0.38783  0.327
H: -1.85179 2.66904 -2.18089  0.287
H: 1.70982 -1.60968 2.89144  0.282
H: 3.55265 -0.85484 0.05956  0.216
H: 2.56802 -0.04212 2.95941  0.262
H: 2.54282 -1.41821 -2.01178  0.330
H: -3.27075 0.33313 1.88109  0.279
C: 1.75847 -0.60036 1.02453  0.658
H: -3.62160 -0.61519 0.39557  0.369
C: 2.02642 -0.67876 -1.41799  -0.791
H: -2.19394 -0.94007 1.42556  0.279

[3]
C6H14N2O2 | the ωB97M-V functional and the def2-TZVPD basis

Values from the calculation:
HOMO energy (eV): -9.5
Net charge: 0
Total energy (Ha): -496.98062
HOMO-LUMO gap (eV): 10.15
Energy relative to the best compared isomer or geometry (same formula, charge and spin) (eV): 2.093
SMILES string: CNC(C)=O.CNC(C)=O

Last column: Mulliken charge in e.
Atoms and positions in Å:
H: -0.52392 0.15190 2.72778  0.271
C: -2.08942 0.99322 -1.01894  -0.652
H: -0.22470 -1.40660 -2.12787  0.264
H: 3.12283 1.29299 -1.46202  0.376
C: 1.49653 -1.43177 -0.84373  0.781
C: 2.89848 0.54289 -0.74845  -0.899
H: 3.67516 -0.17024 -0.54554  0.304
H: 1.23778 0.24130 -1.99099  0.243
N: 1.69048 -0.15617 -1.25279  -0.169
H: -1.11247 1.53593 -1.17908  0.128
H: -0.20725 1.94645 0.82888  0.231
H: -3.06027 1.51630 -1.12985  0.326
C: 0.23472 -2.02875 -1.34409  -1.131
H: -0.09307 2.00223 3.04672  0.277
H: 0.39676 -2.92160 -1.85028  0.396
H: -0.46393 -2.13734 -0.61849  0.279
H: -1.75099 1.33191 3.07115  0.316
O: 2.24313 -1.86063 -0.01981  -0.632
C: -0.81576 1.17299 2.55733  -0.875
H: 2.53038 1.00541 0.23284  0.196
N: -0.98901 1.37442 1.12320  -0.210
O: -2.79419 0.22780 1.15190  -0.577
C: -2.04672 0.77906 0.45965  0.637
H: -2.09509 -0.01960 -1.52350  0.121

[4]
C6H14N2O2 | the ωB97M-V functional and the def2-TZVPD basis

Values from the calculation:
HOMO energy (eV): -9.1
Net charge: 0
Total energy (Ha): -496.97163
HOMO-LUMO gap (eV): 9.78
Energy relative to the best compared isomer or geometry (same formula, charge and spin) (eV): 2.338
SMILES string: CNC(C)=O.CNC(C)=O

Last column: Mulliken charge in e.
Atoms and positions in Å:
H: -2.27725 1.28972 1.89108  0.252
H: 1.45012 -0.90457 2.62534  0.313
N: 1.01719 -0.97391 0.67865  -0.019
H: 2.55687 0.23349 1.55841  0.257
O: 2.56369 -2.47941 0.85763  -0.668
C: 0.91630 -2.76212 -0.89692  -1.160
H: 0.36726 -0.65471 0.05778  0.071
H: 1.62092 -2.89709 -1.70948  0.286
H: -2.24616 2.84280 1.26794  0.360
H: 0.82323 0.55053 -1.37056  0.218
O: -1.78628 0.16443 -0.42587  -0.554
C: 1.53521 -0.18960 1.75505  -1.021
H: 0.92429 -3.84822 -0.74924  0.388
C: -0.02751 1.25169 -1.81847  -0.772
H: -0.09542 -2.49321 -1.06876  0.333
H: -0.81159 0.56000 -2.24051  0.272
C: -2.51727 1.82895 0.93500  -1.127
H: 0.89700 0.57356 1.95600  0.401
C: -1.64438 1.30300 -0.18341  0.759
H: -3.63837 1.86041 0.81871  0.288
N: -0.75891 2.04623 -0.82765  -0.232
H: -0.57333 3.05231 -0.65170  0.227
C: 1.52671 -2.17383 0.30208  0.753
H: 0.17768 1.81957 -2.76108  0.375